The following is a DFT calculation (the ωB97M-V functional and the def2-TZVPD basis) of a structure of composition C24H43Cl2N4O5PtSi at a distorted geometry.

Its LUMO energy (alpha / beta) is 2.3 / 2.2 eV. The calculation puts the HOMO energy (alpha / beta) at -4.3 / -4.3 eV. The value obtained for the frontier orbital gap (alpha / beta) is 6.58 / 6.56 eV. Its energy above the lowest of the compared OMol25 structures with the same formula, charge and spin is 0.0000 eV.

```
! RIJCOSX wB97M-V def2-TZVPD def2/J DEFGRID3
* xyz -1 3
C -1.63 0.22 -4.66
C -1.18 -0.81 -3.67
H -0.77 0.65 -5.20
H -2.16 1.06 -4.21
H -2.28 -0.21 -5.45
C -0.71 -1.99 -4.11
C -0.49 -2.37 -5.54
H -0.51 -2.81 -3.43
H 0.11 -1.67 -6.13
H -1.42 -2.57 -6.09
H 0.08 -3.31 -5.55
Pt -0.13 -0.10 0.94
Cl 1.45 2.56 -0.46
C -0.45 -1.84 3.03
O 0.55 -1.43 2.34
N -0.27 -2.90 3.77
C 1.04 -3.49 3.63
C -1.37 -3.60 4.41
H -1.43 -1.37 3.09
H 1.79 -2.70 3.72
H 1.15 -3.93 2.63
H 1.14 -4.24 4.42
H -2.03 -2.86 4.88
H -0.94 -4.27 5.15
H -1.97 -4.15 3.68
H 1.31 2.01 5.14
H -1.67 3.36 5.34
C 1.18 3.01 4.71
C -1.14 3.91 4.55
N -0.08 3.07 4.00
H 2.00 3.19 4.01
C -0.27 2.26 2.97
O 0.64 1.45 2.59
H -1.87 4.20 3.79
H -1.27 2.35 2.54
H 1.11 3.76 5.51
H -0.66 4.80 4.99
H 1.72 0.63 -2.63
H 2.98 -2.34 -3.31
C 2.78 0.40 -2.43
C 3.61 -1.95 -2.48
N 2.92 -0.88 -1.74
H 3.24 1.21 -1.84
C 2.49 -1.11 -0.48
O 1.93 -0.25 0.25
H 3.80 -2.75 -1.74
H 2.79 -2.09 -0.07
H 3.31 0.30 -3.38
H 4.55 -1.55 -2.87
O -0.38 0.71 -2.18
C -1.24 -0.35 -2.21
C 0.18 -2.22 -1.28
C -1.02 -1.51 -1.17
H 0.84 -1.86 -2.07
C 0.41 -3.42 -0.59
H -2.30 -0.06 -2.05
C -2.08 -2.16 -0.47
H 1.37 -3.94 -0.73
C -0.61 -3.99 0.15
C -1.85 -3.33 0.25
H -3.10 -1.76 -0.52
H -0.45 -4.93 0.68
H -2.66 -3.79 0.82
Si 0.17 3.63 -1.65
Cl -2.23 0.18 1.24
C 1.27 4.83 -2.63
C -0.80 4.53 -0.28
C -0.98 2.77 -2.78
H 2.03 4.30 -3.24
H 1.82 5.51 -1.96
H 0.66 5.44 -3.32
H -0.41 1.96 -3.24
H -1.41 3.37 -3.58
H -1.80 2.38 -2.19
H -1.49 3.81 0.20
H -1.38 5.36 -0.70
H -0.13 4.93 0.50
O -1.45 1.25 6.03
C -1.80 0.25 5.45
N -2.16 -0.75 4.89
*
```

Charges in e, computed with Mulliken, in the same order as the atoms: -1.959, 0.877, 0.245, 0.342, 0.517, 0.269, -1.708, 0.402, 0.307, 0.366, 0.409, 2.462, -0.229, -0.351, -1.211, 0.385, -0.896, -0.710, 0.761, 0.233, 0.205, 0.387, 0.306, 0.315, 0.229, 0.282, 0.327, -1.027, -0.902, 0.302, 0.294, 0.186, -0.967, 0.313, 0.263, 0.375, 0.336, 0.078, 0.241, -0.842, -0.946, 0.245, 0.362, -0.082, -0.789, 0.325, 0.391, 0.385, 0.420, -0.602, 0.067, -0.428, 0.164, 0.484, -1.021, 0.250, -0.264, 0.424, -0.647, -0.575, 0.338, 0.410, 0.397, 0.536, -0.716, -1.100, -1.102, -0.372, 0.298, 0.259, 0.319, -0.199, 0.472, 0.234, 0.194, 0.383, 0.278, -0.747, 0.561, -0.821



The following is a DFT calculation (the ωB97M-V functional and the def2-TZVPD basis) of a structure of composition C24H43Cl3GeIN2PSSi2TeV.

Its LUMO energy (alpha / beta) is -3.9 / -3.4 eV. The calculation puts the HOMO energy (alpha / beta) at -9.9 / -9.9 eV. The value obtained for the frontier orbital gap (alpha / beta) is 5.95 / 6.43 eV. Its energy above the lowest of the compared OMol25 structures with the same formula, charge and spin is 3.9086 eV.

```
! RIJCOSX wB97M-V def2-TZVPD def2/J DEFGRID3
* xyz 1 3
V 2.15 -0.15 -1.61
I 1.10 0.44 0.93
C 3.13 0.16 1.70
C 3.45 -0.14 2.99
C 4.79 -0.06 3.40
C 5.76 0.37 2.54
C 5.44 0.67 1.19
C 6.43 1.10 0.28
C 6.11 1.32 -1.03
C 4.80 1.06 -1.49
C 3.80 0.64 -0.65
C 4.11 0.51 0.74
H 2.71 -0.44 3.72
H 5.05 -0.31 4.42
H 6.78 0.48 2.87
H 7.44 1.24 0.63
H 6.86 1.65 -1.73
H 4.61 1.19 -2.55
C -5.13 2.12 -0.55
Si -4.83 1.26 1.11
C -5.70 2.21 2.49
C -5.46 -0.51 1.05
C -2.97 1.27 1.48
Te -1.82 0.20 0.00
C 0.27 -0.23 2.80
Si 0.05 -2.11 3.15
C 0.93 -3.10 1.83
C -1.80 -2.48 3.18
C 0.83 -2.42 4.84
H -6.19 2.12 -0.80
H -4.60 1.61 -1.35
H -4.79 3.16 -0.52
H -6.77 2.24 2.34
H -5.35 3.25 2.55
H -5.51 1.75 3.46
H -6.50 -0.55 0.72
H -5.41 -0.98 2.03
H -4.87 -1.13 0.36
H -2.80 0.80 2.45
H -2.60 2.29 1.53
H -0.68 0.29 2.75
H 0.90 0.28 3.52
H 0.54 -2.87 0.84
H 0.79 -4.17 1.99
H 2.00 -2.91 1.86
H -2.26 -2.23 2.23
H -2.31 -1.91 3.96
H -1.98 -3.53 3.39
H 1.92 -2.52 4.77
H 0.45 -3.34 5.27
H 0.62 -1.62 5.54
S 1.89 2.20 -2.19
C 0.39 2.80 -2.76
N -0.80 2.22 -2.73
C -1.85 3.08 -3.24
C -1.08 4.38 -3.59
N 0.30 4.02 -3.27
H -0.96 1.34 -2.24
H -2.61 3.26 -2.47
H -2.33 2.63 -4.11
H -1.41 5.22 -2.98
H -1.18 4.65 -4.65
H 1.10 4.62 -3.38
C -1.69 -0.69 -3.58
P -0.13 -1.41 -2.92
C 0.47 -2.23 -4.43
C -0.78 -2.83 -1.97
H -2.28 -1.50 -4.00
H -1.46 0.01 -4.38
H -2.28 -0.20 -2.81
H -0.37 -2.69 -4.94
H 1.19 -3.01 -4.17
H 0.96 -1.52 -5.09
H -1.41 -3.45 -2.61
H -1.38 -2.48 -1.13
H 0.04 -3.44 -1.60
Cl 5.16 -2.65 -0.18
Ge 3.11 -2.39 -0.78
Cl 2.59 -4.43 -1.28
Cl 3.28 -1.44 -3.14
*
```

Charges in e, computed with Mulliken, in the same order as the atoms: 0.098, 0.437, 0.605, 0.005, -1.219, -0.868, 0.821, -0.842, -1.085, -0.568, -0.058, 0.713, 0.348, 0.447, 0.399, 0.408, 0.414, 0.386, -0.975, 0.154, -1.065, -0.948, -0.760, -0.387, -0.726, 0.108, -0.287, -0.876, -1.143, 0.387, 0.240, 0.292, 0.325, 0.319, 0.314, 0.350, 0.305, 0.296, 0.218, 0.541, 0.249, 0.682, -0.208, 0.455, 0.158, 0.178, 0.315, 0.393, 0.326, 0.349, 0.407, -0.417, 0.185, 0.636, -0.264, -0.625, -0.143, -0.460, 0.055, 0.321, 0.330, 0.321, 0.194, -0.933, 1.029, -1.416, -0.873, 0.549, 0.352, -0.086, 0.469, 0.376, 0.397, 0.484, 0.082, 0.132, -0.290, 0.875, -0.305, -0.404



The following is a DFT calculation (the ωB97M-V functional and the def2-TZVPD basis) of a structure of composition C24H43Cl7P2Ti at a distorted geometry.

Its LUMO energy (alpha / beta) is 2.6 / 2.6 eV. The calculation puts the HOMO energy (alpha / beta) at -4.2 / -4.6 eV. The value obtained for the frontier orbital gap (alpha / beta) is 6.79 / 7.15 eV. Its energy above the lowest of the compared OMol25 structures with the same formula, charge and spin is 0.2808 eV.

```
! RIJCOSX wB97M-V def2-TZVPD def2/J DEFGRID3
* xyz -1 2
Ti -0.05 0.19 0.04
Cl -1.51 -0.54 -1.70
P -1.71 1.99 0.58
C -3.46 1.35 0.56
C -1.44 2.73 2.25
C -1.82 3.37 -0.64
C -3.45 -0.16 0.70
H -3.80 1.61 -0.45
C -4.41 1.98 1.59
H -4.18 1.66 2.61
H -5.42 1.63 1.35
H -4.43 3.08 1.56
H -3.25 -0.65 -0.26
H -4.40 -0.53 1.09
H -2.67 -0.49 1.40
H -2.15 2.84 -1.55
C -0.46 4.03 -0.93
C -2.90 4.40 -0.24
H -3.91 3.98 -0.34
H -2.84 5.25 -0.93
H -2.76 4.77 0.78
H 0.40 3.39 -0.70
H -0.36 4.98 -0.39
H -0.42 4.25 -2.01
C -1.20 1.60 3.25
H -2.38 3.25 2.49
C -0.29 3.74 2.30
H -2.08 0.96 3.42
H -0.90 2.02 4.22
H -0.39 0.94 2.92
H 0.61 3.31 1.84
H -0.06 3.95 3.35
H -0.52 4.69 1.80
Cl 1.76 1.40 0.83
H 0.33 1.17 -1.15
P 1.47 -1.17 -1.76
C 1.42 -0.86 -3.59
C 3.28 -1.29 -1.36
C 0.76 -2.90 -1.64
C 1.28 0.64 -3.88
H 0.47 -1.36 -3.88
C 2.57 -1.49 -4.39
H 3.49 -0.91 -4.30
H 2.28 -1.47 -5.45
H 2.77 -2.53 -4.13
H 0.29 1.01 -3.61
H 1.43 0.81 -4.96
H 2.03 1.24 -3.34
H -0.23 -2.73 -2.10
C 0.52 -3.29 -0.17
C 1.48 -3.97 -2.45
H 1.33 -3.82 -3.53
H 1.04 -4.94 -2.21
H 2.55 -4.02 -2.24
H 0.77 -2.50 0.55
H 1.09 -4.19 0.11
H -0.54 -3.54 -0.02
C 3.95 0.07 -1.56
H 3.67 -2.02 -2.09
C 3.49 -1.82 0.06
H 4.10 0.32 -2.62
H 4.93 0.04 -1.08
H 3.36 0.87 -1.09
H 2.96 -1.20 0.80
H 4.56 -1.77 0.29
H 3.18 -2.87 0.19
Cl -2.87 -1.68 3.41
C -1.28 -2.13 2.90
C -0.27 -1.22 2.57
C 0.94 -1.50 3.20
Cl 2.12 -0.28 3.47
C 1.28 -2.83 3.58
Cl 2.84 -3.21 4.19
C 0.34 -3.88 3.36
Cl 0.78 -5.52 3.53
C -0.96 -3.52 3.00
Cl -2.13 -4.72 2.63
*
```

Charges in e, computed with Mulliken, in the same order as the atoms: -1.052, -0.618, 1.523, 0.551, 0.412, 0.516, -1.140, 0.587, -1.886, 0.260, 0.516, 0.332, 0.254, 0.551, -0.377, 0.526, -1.398, -1.586, 0.304, 0.471, 0.253, 0.187, 0.354, 0.411, -1.220, 0.839, -1.443, 0.027, 0.510, -0.122, 0.104, 0.504, 0.249, -0.569, 0.436, 0.589, 0.819, 0.358, 0.722, -1.362, 0.534, -1.729, 0.264, 0.476, 0.324, 0.194, 0.483, 0.223, 0.527, -0.850, -1.925, 0.337, 0.528, 0.294, -0.561, 0.460, 0.317, -1.411, 0.612, -1.476, 0.244, 0.473, 0.082, 0.109, 0.571, 0.225, -0.171, -0.206, -0.093, 0.430, -0.094, 0.110, -0.227, 0.075, -0.212, -0.114, -0.214



The following is a DFT calculation (the ωB97M-V functional and the def2-TZVPD basis) of a structure of composition C24H43ClCrP2 at a distorted geometry.

Its LUMO energy (alpha / beta) is -2.0 / -2.6 eV. The calculation puts the HOMO energy (alpha / beta) at -10.7 / -11.1 eV. The value obtained for the frontier orbital gap (alpha / beta) is 8.72 / 8.47 eV. Its energy above the lowest of the compared OMol25 structures with the same formula, charge and spin is 0.0000 eV.

```
! RIJCOSX wB97M-V def2-TZVPD def2/J DEFGRID3
* xyz 1 4
Cr -0.51 -1.69 0.36
C -1.14 -2.19 2.38
C -2.21 -1.51 1.68
C -1.78 -3.52 0.58
C -0.92 -3.45 1.72
C -2.57 -2.32 0.54
C -0.55 -1.81 3.70
H -0.54 -0.73 3.83
H 0.49 -2.18 3.76
H -1.11 -2.25 4.54
C -0.18 -4.60 2.32
H 0.73 -4.27 2.83
H 0.09 -5.34 1.57
H -0.81 -5.10 3.07
C -2.02 -4.73 -0.27
H -2.74 -5.40 0.22
H -1.09 -5.29 -0.42
H -2.43 -4.46 -1.25
C -3.73 -2.11 -0.38
H -4.64 -2.59 0.01
H -3.53 -2.55 -1.37
H -3.95 -1.04 -0.51
C -2.97 -0.31 2.16
H -3.81 -0.65 2.79
H -3.39 0.26 1.32
H -2.34 0.34 2.77
C 2.96 2.79 -0.46
C 2.35 3.34 0.61
C 1.59 4.63 0.57
C 0.78 4.91 -0.72
C 0.15 3.72 -1.37
C 0.69 3.05 -2.41
C 2.11 3.22 -2.87
C 3.16 3.50 -1.76
H 2.29 5.48 0.71
H 1.43 5.44 -1.45
H 0.90 4.67 1.43
H 3.22 4.59 -1.59
H 3.51 1.86 -0.36
H 2.57 2.95 1.61
H 4.14 3.18 -2.16
H 2.41 2.30 -3.41
H 0.08 2.40 -3.05
H 2.17 4.04 -3.60
H -0.03 5.60 -0.45
H -0.85 3.52 -1.00
P 1.22 -0.20 0.70
C 2.95 -0.49 1.00
C 0.50 1.06 1.79
P -0.67 -0.26 -1.53
C 0.97 0.44 -1.01
C -1.89 1.07 -1.38
C -0.63 -0.75 -3.26
H 3.24 -1.44 0.53
H 3.09 -0.57 2.09
H 3.57 0.32 0.60
H 0.76 2.06 1.45
H 0.92 0.89 2.79
H -0.59 0.98 1.85
H -0.12 0.00 -3.87
H -1.67 -0.86 -3.59
H -0.13 -1.72 -3.35
H 1.79 0.18 -1.70
H 0.96 1.53 -0.90
H -2.78 0.78 -1.96
H -1.48 1.99 -1.80
H -2.17 1.23 -0.34
Cl 1.90 -3.66 -0.05
C 0.78 -2.69 -1.01
H 0.09 -3.39 -1.50
H 1.41 -2.22 -1.80
*
```

Charges in e, computed with Mulliken, in the same order as the atoms: -1.674, 0.738, 0.719, 0.183, 0.506, 0.730, -1.589, 0.328, 0.391, 0.346, -1.645, 0.369, 0.397, 0.313, -1.813, 0.318, 0.449, 0.381, -1.622, 0.353, 0.376, 0.322, -1.493, 0.318, 0.359, 0.389, 0.084, -0.508, -0.843, -1.074, 0.131, -0.572, -1.021, -1.107, 0.392, 0.263, 0.390, 0.296, 0.206, 0.720, 0.443, 0.368, 0.838, 0.434, 0.459, 0.367, 1.696, -1.203, -0.485, 1.709, 0.736, -1.323, -1.482, 0.357, 0.449, 0.346, -0.403, 0.540, -0.164, 0.403, 0.464, 0.432, 0.666, -1.676, 0.513, 0.534, 0.214, -0.200, -0.900, 0.406, 0.657



The following is a DFT calculation (the ωB97M-V functional and the def2-TZVPD basis) of a structure of composition C24H43ClP2Pr at a distorted geometry.

Its LUMO energy (alpha / beta) is -2.3 / -2.3 eV. The calculation puts the HOMO energy (alpha / beta) at -8.4 / -8.4 eV. The value obtained for the frontier orbital gap (alpha / beta) is 6.12 / 6.12 eV. Its energy above the lowest of the compared OMol25 structures with the same formula, charge and spin is 0.2713 eV.

```
! RIJCOSX wB97M-V def2-TZVPD def2/J DEFGRID3
* xyz 1 3
Pr 1.82 -0.22 -1.17
C -0.47 -0.59 0.56
C -0.19 -1.79 -0.18
C 1.54 -1.44 1.31
C 0.62 -0.37 1.45
C 1.06 -2.32 0.30
C -1.72 0.20 0.54
H -2.22 0.22 -0.44
H -1.54 1.25 0.83
H -2.47 -0.19 1.25
C 0.73 0.72 2.45
H 0.00 1.52 2.25
H 1.73 1.17 2.46
H 0.52 0.36 3.47
C 2.75 -1.61 2.15
H 2.52 -1.41 3.20
H 3.55 -0.92 1.86
H 3.13 -2.64 2.08
C 1.74 -3.55 -0.21
H 2.41 -3.95 0.56
H 2.36 -3.37 -1.11
H 0.98 -4.31 -0.47
C -1.10 -2.48 -1.12
H -1.20 -3.55 -0.86
H -0.73 -2.46 -2.16
H -2.09 -2.02 -1.11
C -2.36 2.67 -2.07
C -3.38 1.83 -2.29
C -3.40 0.72 -3.31
C -2.80 1.08 -4.69
C -1.42 0.43 -4.95
C -0.65 0.06 -3.69
C -0.45 1.10 -2.56
C -1.02 2.52 -2.73
H -4.44 0.41 -3.47
H -2.78 2.16 -4.81
H -2.90 -0.18 -2.92
H -1.02 2.82 -3.79
H -2.42 3.51 -1.36
H -4.32 1.92 -1.74
H -0.31 3.21 -2.25
H -0.85 0.67 -1.63
H -1.03 -0.90 -3.30
H 0.64 1.33 -2.40
H -3.46 0.68 -5.47
H -1.61 -0.51 -5.50
P -0.20 1.32 -5.99
C -0.61 3.07 -6.11
C -0.32 0.72 -7.69
P 1.35 -0.40 -4.00
C 1.42 0.84 -5.37
C 1.23 -2.00 -4.88
C 3.20 -0.25 -3.47
H 0.08 3.67 -5.51
H -1.64 3.30 -5.81
H -0.53 3.39 -7.17
H 0.26 1.42 -8.32
H -1.36 0.72 -8.05
H 0.10 -0.29 -7.79
H 3.75 -0.23 -4.43
H 3.55 -1.13 -2.89
H 3.45 0.70 -2.93
H 1.98 1.74 -5.08
H 1.98 0.33 -6.18
H 1.72 -2.79 -4.29
H 1.73 -1.95 -5.86
H 0.18 -2.30 -5.05
Cl 1.88 2.53 -0.33
C 3.32 1.47 -0.23
H 4.11 1.88 -0.88
H 3.61 1.42 0.83
*
```

Charges in e, computed with Mulliken, in the same order as the atoms: 0.124, 0.802, 1.470, 0.882, 0.025, -0.364, -1.374, -0.007, 0.303, 0.345, -1.493, 0.321, 0.277, 0.385, -1.540, 0.368, 0.212, 0.363, -1.249, 0.413, 0.117, 0.335, -1.524, 0.534, 0.123, 0.356, -0.525, -0.491, -0.502, -0.940, -0.067, -0.775, 2.743, -0.791, 0.591, 0.165, -0.038, -0.243, 0.388, 0.437, 0.643, -2.698, 0.412, -0.181, 0.545, 0.758, 1.195, -1.487, -1.487, 1.542, -1.678, -1.527, -1.813, 0.504, 0.437, 0.441, 0.485, 0.406, 0.433, 0.599, 0.496, 0.440, 0.453, 0.739, 0.372, 0.453, 0.344, -0.114, -0.735, 0.468, 0.396



The following is a DFT calculation (the ωB97M-V functional and the def2-TZVPD basis) of a structure of composition C24H43IP2V at a distorted geometry.

Its LUMO energy (alpha / beta) is -9.1 / -8.2 eV. The calculation puts the HOMO energy (alpha / beta) at -13.8 / -13.8 eV. The value obtained for the frontier orbital gap (alpha / beta) is 4.66 / 5.57 eV.

```
! RIJCOSX wB97M-V def2-TZVPD def2/J DEFGRID3
* xyz 2 2
V 1.41 0.75 0.77
C 0.15 2.47 1.18
C -0.23 1.33 1.98
C 1.96 1.90 2.51
C 1.48 2.82 1.53
C 0.89 1.00 2.82
C -0.73 3.24 0.27
H -1.72 2.78 0.20
H -0.26 3.32 -0.72
H -0.88 4.27 0.63
C 2.19 4.01 1.00
H 2.04 4.06 -0.08
H 3.25 3.97 1.23
H 1.79 4.93 1.44
C 3.28 1.99 3.18
H 3.20 2.48 4.16
H 3.98 2.58 2.57
H 3.71 1.00 3.34
C 0.81 0.11 4.02
H 0.51 0.70 4.90
H 1.77 -0.37 4.27
H 0.05 -0.67 3.87
C -1.57 0.71 2.06
H -1.93 0.66 3.10
H -1.57 -0.31 1.66
H -2.28 1.32 1.51
C -2.60 1.74 -2.49
C -3.89 1.86 -2.10
C -4.69 0.74 -1.49
C -4.59 -0.62 -2.24
C -3.89 -1.72 -1.52
C -2.69 -1.54 -0.95
C -1.94 -0.24 -1.02
C -1.84 0.43 -2.42
H -5.74 1.06 -1.47
H -4.11 -0.50 -3.22
H -4.36 0.59 -0.46
H -2.19 -0.27 -3.20
H -2.06 2.58 -2.95
H -4.41 2.81 -2.20
H -0.78 0.63 -2.64
H -2.37 0.49 -0.33
H -2.16 -2.36 -0.45
H -0.91 -0.42 -0.65
H -5.62 -0.92 -2.43
H -4.43 -2.66 -1.46
P 0.85 -1.45 -2.09
P 2.08 -1.46 1.06
C 1.54 -2.97 -1.24
C 2.66 -2.60 -0.29
H 1.89 -3.65 -2.03
H 0.70 -3.45 -0.71
H 3.07 -3.50 0.19
H 3.49 -2.09 -0.81
C 3.59 -1.41 2.10
H 3.40 -0.92 3.06
H 4.35 -0.83 1.56
H 3.95 -2.43 2.27
C 0.85 -2.56 1.90
H 1.15 -3.61 1.83
H -0.14 -2.43 1.44
H 0.74 -2.29 2.96
C 2.08 -1.45 -3.49
H 1.76 -0.71 -4.23
H 2.12 -2.43 -3.97
H 3.07 -1.17 -3.13
C -0.38 -2.48 -3.05
H -1.16 -2.88 -2.40
H 0.14 -3.32 -3.54
H -0.85 -1.87 -3.83
I 3.00 1.23 -1.31
*
```

Charges in e, computed with Mulliken, in the same order as the atoms: -0.251, 1.038, 0.464, 0.698, 0.630, 0.726, -1.633, 0.350, 0.357, 0.414, -1.320, 0.356, 0.330, 0.359, -1.594, 0.354, 0.361, 0.274, -1.436, 0.325, 0.365, 0.553, -1.868, 0.587, 0.179, 0.418, -0.684, -0.653, -0.657, -0.962, -0.675, -0.820, 3.168, -0.701, 0.540, 0.346, 0.159, 0.432, 0.523, 0.478, 0.256, -0.373, 0.528, -1.989, 0.447, 0.465, 0.816, 1.423, -1.469, -0.871, 0.612, 0.484, 0.527, 0.409, -1.319, 0.203, 0.380, 0.521, -1.375, 0.455, 0.175, 0.455, -1.405, 0.393, 0.472, 0.388, -1.408, 0.385, 0.594, 0.372, -0.082